An isolated molecule of C8H11N2PS2, computed with ωB97M-V/def2-TZVPD.

```
24
Properties=species:S:1:pos:R:3:forces:R:3:mulliken_charge:R:1
C 1.5307 2.1485 -2.9184 -2.9 -0.4 0.2 -0.45
C 2.3191 2.5747 -1.9000 -0.3 -0.7 1.3 -0.39
C 0.3228 1.4077 -2.5827 0.9 -1.1 -1.2 -0.80
C 2.0126 2.1223 -0.5576 2.1 1.5 -1.4 -0.69
C 0.2072 0.6888 -1.3745 1.3 2.5 0.2 0.28
C 1.0533 1.1586 -0.3521 2.1 1.0 1.2 1.08
C -1.3477 -2.8702 2.1234 -0.2 -2.6 -2.6 -1.04
C -1.8731 -0.3877 2.0765 -4.0 -3.3 2.7 -1.05
N -0.6578 -0.2254 -0.9792 0.5 -1.8 3.3 -0.46
N -1.0653 -1.5379 1.6970 0.3 1.0 -1.6 0.14
P 0.2061 -1.3013 0.7052 -0.9 0.9 -2.7 0.64
S 1.2451 -2.8366 0.1946 -0.2 0.6 0.1 -0.40
S 1.0775 0.4580 1.3381 -0.5 0.1 -1.2 -0.20
H 1.7561 2.5581 -3.9142 -0.6 -0.6 0.3 0.32
H 3.1288 3.1998 -2.2493 0.3 0.2 1.0 0.34
H -0.4420 1.1224 -3.3221 0.6 0.4 0.0 0.27
H 2.6876 2.5811 0.2182 -1.0 -1.0 -0.5 0.21
H -1.0748 -2.9281 3.1027 1.0 -0.7 2.8 0.44
H -2.3601 -3.2667 2.0723 -0.6 1.0 -0.3 0.33
H -0.8116 -3.6840 1.4698 -0.5 1.9 1.4 0.23
H -1.6611 -0.0157 3.0550 0.8 0.2 0.8 0.37
H -1.9861 0.4328 1.4552 0.3 1.0 -1.9 0.44
H -2.9896 -0.8355 2.2977 2.4 1.1 -0.9 0.25
H -1.2777 -0.5641 -1.6558 -0.9 -1.2 -0.9 0.15
```
Forces are in eV/Å.

- energy relative to the best compared isomer or geometry (same formula, charge and spin) (kJ/mol) = 0.0
- frontier orbital gap (eV) = 7.850
- highest occupied orbital energy (hartree) = -0.2777
- net charge = 0
- structure (SMILES) = CN(C)[P@@]1(=S)Nc2ccccc2S1

A cluster of 2 separate species, C8H11N3 in total, computed with ωB97M-V/def2-TZVPD.

```
22
Properties=species:S:1:pos:R:3:forces:R:3:mulliken_charge:R:1
C 3.1252 -0.6063 1.2096 1.5 1.5 2.1 -0.17
C 3.0783 -1.3825 0.0442 -0.3 -0.3 0.7 -1.07
C 2.3772 0.5741 1.1550 2.4 -0.4 1.9 -0.53
C 2.2055 -0.6733 -0.7867 -0.8 -0.5 -2.0 0.42
C 0.3030 2.3302 -1.0208 -1.0 1.6 -1.0 -0.97
C -1.9438 -1.0147 0.1498 1.4 1.1 -0.1 0.12
C 1.0055 1.4266 -0.4783 0.9 -1.3 -0.8 0.97
C -3.1678 -0.3430 0.7995 0.3 1.9 -2.7 -1.12
N -0.7572 -0.4771 0.2709 -0.5 -3.3 -1.4 -0.42
N 1.8561 0.5603 -0.1149 -1.8 2.2 0.7 0.22
N 1.6266 -0.7952 -1.9337 0.3 -0.1 0.4 -0.60
H 3.8341 -0.7042 2.0828 -1.1 -0.5 -1.0 0.32
H 3.3727 -2.4333 -0.0818 -0.1 0.8 0.0 0.33
H 2.4408 1.5050 1.7825 -0.3 -1.4 -0.9 0.29
H 0.6323 3.0167 -1.7945 1.1 -0.1 0.1 0.26
H -0.7224 2.6156 -0.8609 -0.5 -0.9 0.6 0.28
H -2.1421 -1.9522 -0.4782 0.3 1.2 1.0 0.31
H -3.9217 0.0851 0.0240 1.6 -0.4 0.8 0.24
H -3.7897 -1.0344 1.2106 -1.5 -2.4 1.5 0.41
H -3.0078 0.4303 1.5544 0.6 -0.1 -0.3 0.28
H 0.0224 -1.1331 -0.2416 -2.6 1.9 1.3 0.20
H 1.9641 -1.6683 -2.2868 0.0 -0.7 -0.7 0.23
```
Forces are in eV/Å.

- energy relative to the best compared isomer or geometry (same formula, charge and spin) (kJ/mol) = 509.3
- frontier orbital gap (alpha / beta) (eV) = 6.251 / 6.253
- highest occupied orbital energy (alpha / beta) (hartree) = -0.2391 / -0.2392
- net charge = 0

An isolated molecule of C8H11N3O2, computed with ωB97M-V/def2-TZVPD.

```
24
Properties=species:S:1:pos:R:3:forces:R:3:mulliken_charge:R:1
C 0.3005 -0.5839 -1.0785 -1.6 0.1 -1.3 0.60
C 1.4300 -0.7529 -0.6486 -0.6 -0.1 0.0 -0.09
C -1.6236 -1.9335 0.7897 -2.1 2.8 -4.4 0.59
C -2.0569 -0.3717 -1.1488 1.0 -1.6 0.2 0.05
C 2.7890 -1.3595 1.1352 -3.9 -0.6 1.3 -0.40
C -2.6806 2.6546 0.7085 5.6 0.2 2.5 -1.42
C 3.7533 -0.7233 -0.9034 -1.1 -2.1 -3.3 -0.95
C -1.7545 1.4253 0.3999 -2.6 2.0 -0.7 -0.18
N -0.7154 -0.4186 -1.7694 -1.8 0.5 -0.1 -0.58
N -2.1723 -1.4256 -0.1353 -0.4 1.1 -0.7 -0.37
N 2.5353 -1.0321 -0.0963 4.6 0.3 0.5 -0.05
O -1.3111 -2.5395 1.6703 2.5 -3.6 5.5 -0.39
O -2.4259 0.8698 -0.7120 -0.2 -0.6 0.2 -0.29
H -2.8486 -0.6819 -1.8124 0.3 0.3 -0.9 0.27
H 3.7094 -1.3011 1.6308 1.2 -0.1 0.0 0.25
H 1.8197 -1.5103 1.6809 1.4 0.0 0.0 0.24
H -3.5356 2.5358 1.2697 -1.6 -0.9 1.6 0.36
H -1.9853 3.4430 1.1748 -1.1 -1.1 0.2 0.33
H -2.9488 3.2022 -0.0811 -1.0 1.4 -3.9 0.47
H 3.5818 0.2529 -1.2772 0.0 0.9 -0.6 0.36
H 4.6411 -0.7557 -0.3705 1.4 -0.2 1.5 0.36
H 3.8987 -1.4850 -1.8198 -0.8 1.7 2.1 0.26
H -1.6356 0.8261 1.2590 -0.5 -1.3 1.0 0.29
H -0.7645 1.6649 0.1344 1.3 0.9 -0.6 0.30
```
Forces are in eV/Å.

- energy relative to the best compared isomer or geometry (same formula, charge and spin) (kJ/mol) = 385.5
- frontier orbital gap (alpha / beta) (eV) = 7.342 / 7.424
- highest occupied orbital energy (alpha / beta) (hartree) = -0.2782 / -0.2786
- net charge = 0

The ion C8H11N3OS with charge +2, computed with ωB97M-V/def2-TZVPD.

```
24
Properties=species:S:1:pos:R:3:forces:R:3:mulliken_spin:R:1
C 0.8464 -0.5107 0.0134 -1.4 1.7 0.4 0.09
C 1.0433 -1.7543 -0.4505 0.9 -2.7 -0.5 0.12
C -0.2566 0.3465 -0.2978 0.1 0.8 1.4 0.48
C -1.5195 -1.3533 -1.8702 -1.5 1.8 -2.8 0.90
C -2.4125 -3.0863 -3.2612 -1.0 -3.9 -0.7 0.02
C 1.8926 0.0906 0.9714 0.3 -1.4 0.1 0.03
C -0.7154 1.4289 0.7130 0.7 -0.2 1.4 -0.04
C 1.4354 1.1466 1.9897 0.9 -0.3 -1.7 0.01
N -2.1336 -4.0323 -2.4687 1.0 2.7 0.7 0.06
N -2.1666 -1.7461 -2.9673 0.1 -0.1 1.1 0.03
N 0.5458 2.1447 1.2326 -0.6 -1.1 -0.2 0.02
O 1.3129 -2.8500 -0.7497 -0.8 2.7 0.5 0.13
S -1.3127 0.3384 -1.6342 0.1 -2.1 0.1 0.07
H -2.9575 -3.3221 -4.2032 0.5 1.0 0.3 0.00
H 2.3291 -0.8158 1.4279 0.3 0.9 0.4 -0.01
H 2.6184 0.5573 0.3409 0.8 0.1 -0.4 0.00
H -1.3956 2.1805 0.2245 0.5 -0.8 0.9 0.00
H -1.0296 1.0093 1.7203 -0.9 0.2 -1.6 0.04
H 0.9522 0.6140 2.8412 -0.1 1.3 -0.4 0.00
H 2.2590 1.8592 2.2330 -0.2 -1.4 0.5 0.00
H -2.2603 -4.9760 -2.7666 -0.5 -0.6 -0.5 0.00
H -2.6929 -1.1314 -3.6258 0.8 0.1 0.9 0.03
H 0.8986 2.5069 0.3310 1.0 0.3 1.1 0.00
H 0.4765 2.8447 1.9767 -1.0 0.6 -0.8 0.00
```
Forces are in eV/Å.

- frontier orbital gap (alpha / beta) (eV) = 6.626 / 6.340
- highest occupied orbital energy (alpha / beta) (hartree) = -0.5552 / -0.6211
- multiplicity = 3
- ⟨S²⟩ = 2.024
- net charge = +2

The ion C8H11N4O with charge -1, computed with ωB97M-V/def2-TZVPD.

```
24
Properties=species:S:1:pos:R:3:forces:R:3:mulliken_spin:R:1
C -3.2576 0.5036 -0.5296 2.5 -0.3 -0.2 0.05
C 2.0525 2.7569 0.8923 0.6 2.4 3.8 0.42
C 1.6789 1.7042 0.2229 -1.0 -3.7 -2.2 -0.07
C 0.9381 0.5899 0.6849 1.5 0.5 -0.2 0.51
C -0.8056 -0.0285 -0.7039 1.8 -1.2 -1.0 0.67
C 0.5245 -0.6319 -0.1262 -0.8 3.4 0.0 -0.01
C 0.3862 -1.8849 0.6771 -1.3 -0.1 -0.2 0.02
C 1.4662 -1.0090 -1.1887 3.3 -1.1 -3.2 0.08
N -4.1565 -0.1700 0.1364 -2.3 0.2 0.1 -0.04
N -3.5892 -1.1167 0.8883 -1.0 0.6 0.2 0.21
N -2.3369 -1.0968 0.7682 2.1 -1.4 0.4 -0.06
N -1.9766 -0.1947 -0.1520 -3.5 0.3 1.0 0.08
O -3.2247 1.4658 -1.2873 -0.4 0.2 -0.3 0.08
H 2.6038 3.6092 0.5086 -0.1 -0.2 -0.1 0.00
H 1.8613 2.7194 2.0049 0.2 0.5 -1.2 0.00
H 1.9620 1.6191 -0.8044 0.2 0.1 -0.8 0.00
H 0.4954 0.7643 1.6253 -0.7 -0.4 1.2 0.02
H -0.8792 0.6860 -1.5028 0.6 0.3 -0.2 0.04
H -0.5189 -1.7825 1.2184 -0.3 0.0 1.5 0.00
H 1.2691 -2.1125 1.2478 0.3 -0.2 0.1 0.00
H 0.0612 -2.6604 -0.0164 0.6 -0.4 0.0 0.00
H 2.4773 -1.3732 -0.8876 -0.7 0.1 1.1 0.00
H 1.9165 -0.4339 -2.0635 -1.7 0.4 0.9 0.01
H 1.0521 -1.9233 -1.6129 0.0 0.1 -0.6 -0.02
```
Forces are in eV/Å.

- frontier orbital gap (alpha / beta) (eV) = 5.441 / 6.706
- highest occupied orbital energy (alpha / beta) (hartree) = -0.0795 / -0.1583
- multiplicity = 3
- ⟨S²⟩ = 2.040
- net charge = -1

A cluster of 2 separate species, C8H11NO in total, computed with ωB97M-V/def2-TZVPD.

```
21
Properties=species:S:1:pos:R:3:forces:R:3:mulliken_charge:R:1
C -3.7696 0.2567 -0.0431 -0.2 0.1 -0.1 -1.10
C -2.3191 0.0898 -0.1083 1.2 -0.3 0.1 0.41
C -1.1202 -0.0872 -0.1327 -1.2 0.2 0.1 -1.27
C 0.3324 -0.2636 -0.1287 -0.8 -0.1 -2.0 2.12
C 0.8078 -1.2059 1.0280 0.4 0.4 0.4 -0.92
C 0.8050 -2.3888 0.0401 -0.1 -0.2 0.0 -0.54
C 0.8131 -1.3739 -1.1205 -0.2 0.0 -0.3 -1.00
C 1.0389 1.0754 -0.2788 3.0 -0.2 4.6 0.08
N 0.8454 2.0577 0.5842 -1.2 0.1 -1.2 -0.62
H -4.0298 1.3233 -0.0006 0.0 -0.3 0.0 0.28
H -4.2524 -0.1813 -0.9276 0.1 0.1 0.2 0.30
H -4.1790 -0.2351 0.8500 0.1 0.1 -0.2 0.30
H 1.8208 -0.9326 1.3454 -0.2 -0.1 -0.1 0.32
H 0.1479 -1.2560 1.9019 0.1 0.1 -0.3 0.31
H 1.6473 -3.0887 0.0968 -0.2 0.2 0.0 0.36
H -0.1338 -2.9561 0.0821 0.2 0.2 0.0 0.25
H 0.1528 -1.5590 -1.9757 0.2 0.0 0.2 0.33
H 1.8309 -1.1624 -1.4689 -0.3 0.0 0.1 0.32
O 2.3206 1.0592 -0.4636 0.5 0.3 -0.8 -0.69
H -0.1347 2.2341 0.7824 0.1 0.5 0.6 0.21
H 2.2524 2.1561 0.4086 -1.5 -1.2 -1.3 0.55
```
Forces are in eV/Å.

- energy relative to the best compared isomer or geometry (same formula, charge and spin) (kJ/mol) = 480.6
- frontier orbital gap (eV) = 10.230
- highest occupied orbital energy (hartree) = -0.3524
- net charge = 0